37
Properties=species:S:1:pos:R:3:nbo_charge:R:1 method="wB97M-V/def2-TZVPD" energy_ev=-26473.3117 charge=-1 e_lumo_ev=2.94 homo_lumo_gap_ev=9.9
C -0.29993 -2.23354 -1.22148 -0.192
C -1.42125 -1.21598 -1.76053 -0.465
C -0.89956 -0.13410 -2.69770 -0.084
O -0.43092 1.06251 -1.97229 -0.753
N 0.96841 -1.49139 -1.11013 -0.679
C 0.92436 -0.59827 -0.06178 0.896
O 1.81785 0.34802 -0.17428 -0.894
O 0.07102 -0.61848 0.84266 -0.780
H -0.20644 -2.96256 -2.05637 0.180
H -0.54506 -2.78332 -0.31434 0.194
H -1.76866 -0.78314 -0.80448 0.235
H -2.23840 -1.83031 -2.16865 0.206
H -0.10671 -0.51503 -3.33443 0.165
H -1.72840 0.38044 -3.20565 0.200
H 0.48146 0.86665 -1.69506 0.491
H 1.56184 -1.33703 -1.90042 0.404
H 2.89426 0.21382 1.43263 0.493
H 2.56050 0.16307 2.98571 0.487
O 3.25432 0.09970 2.32091 -0.997
H 0.06973 0.07587 2.41717 0.504
H 0.40440 1.58122 2.69979 0.478
O 0.17356 0.74920 3.13274 -1.008
H -2.00920 -2.86074 1.91956 0.462
H -0.82184 -2.94748 1.11260 0.470
O -1.45054 -3.57387 1.54365 -0.934
H 1.59631 1.74818 0.58329 0.497
H 2.30034 3.06623 0.67041 0.464
O 1.39823 2.72710 0.73153 -1.017
H 3.00221 1.81628 -1.18425 0.488
H 2.03144 2.91054 -1.47113 0.482
O 2.96103 2.68451 -1.60740 -0.974
H -2.93989 -0.58021 2.16052 0.443
H -2.96585 0.55103 1.26187 0.492
O -3.29622 0.32102 2.16737 -0.965
H -1.85332 2.16982 0.94774 0.495
H -1.38468 1.26406 -0.35487 0.515
O -2.10439 1.66617 0.16508 -0.999

38
Properties=species:S:1:pos:R:3:nbo_charge:R:1 method="wB97M-V/def2-TZVPD" energy_ev=-28521.2075 charge=-1 e_lumo_ev=2.70 homo_lumo_gap_ev=9.4
O -1.20682 -2.08147 -2.38743 -0.603
C -1.02943 -0.89613 -2.58779 0.487
C 0.10258 -0.08487 -1.97247 -0.187
C 0.38098 -0.63413 -0.57727 -0.560
C 1.43759 0.12668 0.22444 0.801
O 2.58379 0.21094 -0.28005 -0.769
O 1.15804 0.51061 1.40682 -0.845
N -0.30005 1.32597 -2.12931 -0.826
H -1.81411 -0.32745 -3.10886 0.132
H 1.00823 -0.28146 -2.55338 0.254
H -0.48119 -0.80449 0.06484 0.221
H 0.68992 -1.67418 -0.72489 0.247
H 0.42052 1.83272 -1.60842 0.355
H -1.09567 1.47896 -1.50522 0.377
H -0.61903 2.05121 1.19985 0.509
H -1.33177 3.39470 1.59544 0.491
O -1.25092 2.72380 0.91727 -0.985
H 2.86287 -0.60494 -1.77352 0.497
H 3.76731 0.21822 -2.58059 0.458
O 3.29764 -0.61850 -2.67310 -0.989
H -1.29137 -3.89218 0.37501 0.455
H -0.74694 -3.38878 -0.93813 0.495
O -0.53151 -3.99120 -0.20756 -0.958
H -3.17562 -1.66038 -0.21340 0.478
H -2.44750 -1.11012 1.03796 0.502
O -3.01767 -0.86294 0.29971 -0.972
H 3.79697 0.40939 1.32841 0.500
H 2.83362 -0.09617 2.51496 0.484
O 3.69246 0.23597 2.26628 -0.998
H 1.29657 2.41819 2.32231 0.506
H 0.30059 2.37389 3.40966 0.463
O 0.67586 3.00687 2.78408 -0.970
H -2.58109 2.18833 -0.19035 0.491
H -3.39663 0.94938 -0.12776 0.487
O -3.17472 1.66267 -0.76133 -1.001
H -0.05428 -0.67381 2.02619 0.509
H -0.11524 -2.10390 2.66886 0.472
O -0.64397 -1.33141 2.45876 -1.010

36
Properties=species:S:1:pos:R:3:nbo_charge:R:1 method="wB97M-V/def2-TZVPD" energy_ev=-33211.0066 charge=-1 e_lumo_ev=2.84 homo_lumo_gap_ev=6.6
O 2.34164 -1.46005 0.53254 -0.692
C 2.19680 -0.23642 0.41122 0.529
N 0.88918 0.17751 0.32902 -0.630
C 0.47816 1.64285 0.43142 -0.092
C 1.25914 2.40786 -0.67212 -0.536
S 0.25236 3.66858 -1.50347 -0.689
C 0.55303 2.16140 1.91563 -0.626
H 3.01921 0.48458 0.25402 0.164
H 0.05617 -0.47751 0.55775 0.426
H -0.53228 1.90986 0.14563 0.230
H 1.62572 1.63397 -1.40435 0.145
H 2.09340 2.91669 -0.16934 0.189
H 0.53945 1.27084 2.59001 0.227
H 1.49483 2.59404 2.28522 0.196
H -0.19352 2.81288 2.07645 0.208
H 1.01423 1.00970 -4.04668 0.496
H 0.84072 0.47718 -2.52392 0.481
O 0.63296 0.22708 -3.42568 -0.980
H -0.04991 -1.74049 -2.61280 0.500
H 1.41608 -2.35558 -2.39306 0.482
O 0.44932 -2.61733 -2.50778 -0.978
H -3.30349 -1.16960 -0.59317 0.459
H -3.32793 0.43607 -0.52230 0.493
O -3.02022 -0.42453 -0.04811 -1.012
H -0.65025 -3.01635 1.63037 0.502
H -1.57575 -1.94046 1.14093 0.480
O -1.39989 -2.47677 1.90444 -0.988
H 0.21866 -3.45215 -0.59482 0.489
H 1.37669 -2.69886 0.22533 0.506
O 0.59184 -3.29131 0.22469 -1.027
H -3.24566 2.65622 -0.45661 0.504
H -2.99554 1.79271 -1.63540 0.486
O -3.69259 1.87249 -1.02616 -0.935
H -0.45775 -1.86451 3.51219 0.496
H 0.65223 -1.48067 2.50552 0.469
O 0.45296 -1.44992 3.46340 -0.975

35
Properties=species:S:1:pos:R:3:nbo_charge:R:1 method="wB97M-V/def2-TZVPD" energy_ev=-19214.4316 charge=+2 e_lumo_ev=-5.54 homo_lumo_gap_ev=9.5
C 0.78563 -0.62098 -0.41544 -0.250
C -0.68092 -0.18643 -0.41544 -0.447
C -0.96452 1.27892 -0.60872 -0.037
C -1.31479 1.83517 -1.78361 0.083
N -1.57402 3.15179 -2.01229 -0.769
N -0.75130 2.10220 0.59756 -0.696
N 1.07655 -1.90111 0.25944 -0.697
H 1.25916 -0.62714 -1.39758 0.264
H 1.48663 0.14890 -0.04917 0.219
H -1.16881 -0.70851 -1.23762 0.255
H -1.10241 -0.51101 0.54092 0.226
H -1.27088 1.32142 -2.74044 0.239
H -2.17166 3.45226 -2.75955 0.427
H -1.51125 3.79556 -1.25984 0.376
H 0.11572 1.76463 1.02501 0.469
H -1.44449 2.07595 1.34928 0.437
H -0.54841 3.09661 0.49727 0.460
H 0.92305 -1.83388 1.27559 0.450
H 0.51609 -2.70442 -0.08662 0.475
H 2.04752 -2.11575 0.07346 0.443
H -0.57699 -4.98922 -0.96442 0.512
H 0.62752 -4.35766 -1.68359 0.503
O -0.05704 -4.17955 -0.99550 -0.984
H 0.14678 -3.12614 2.55572 0.489
H 0.34952 -2.57147 3.92850 0.511
O 0.08487 -2.28263 3.05111 -0.977
H 1.71407 -2.49728 -3.84401 0.490
H 0.29877 -2.08507 -3.81525 0.486
O 1.07598 -2.10995 -3.24263 -0.971
H 1.89481 4.33344 1.50630 0.507
H 1.09123 3.68335 2.62473 0.485
O 1.04473 3.92752 1.69657 -0.982
H 0.26710 1.16826 3.38570 0.486
H -0.03033 -0.29923 3.16066 0.515
O 0.29655 0.50615 2.68496 -0.997